The following is a quantum chemistry calculation of a structure of composition C49H51F2N4OPS2Sc, from the OMol25 dataset.

Properties
**LUMO level (spin up / spin down)**: 2.198 / 1.876 eV
**Total charge**: -1
**Total energy**: -116745.1618 eV
**Highest occupied orbital energy (spin up / spin down)**: -3.460 / -3.465 eV
**Frontier orbital gap (spin up / spin down)**: 0.20793 / 0.19629 Ha

Last column: Mulliken charge in e.
Geometry (Å):
Sc  0.74  0.09  -0.11  -1.58
C  -2.03  -1.84  1.00  -1.92
C  -0.70  -1.78  0.29  2.05
N  0.52  -1.60  1.17  2.00
N  1.62  -2.53  0.86  -0.54
C  2.75  -1.98  0.62  0.45
S  3.22  -0.30  0.51  -0.72
S  4.12  -3.07  0.33  -0.19
C  3.51  -4.67  0.94  -0.93
C  2.74  -5.51  -0.06  0.70
C  1.56  -6.13  0.31  -0.15
C  0.85  -6.93  -0.59  -0.60
C  1.33  -7.11  -1.88  -0.43
C  2.52  -6.50  -2.25  -0.58
C  3.22  -5.71  -1.35  -0.27
C  -0.54  -2.62  -0.91  0.07
C  -1.42  -3.64  -1.25  -0.78
C  -1.30  -4.36  -2.45  -1.11
C  -0.25  -4.07  -3.31  -0.71
C  0.64  -3.04  -2.99  -0.50
C  0.49  -2.29  -1.82  0.90
O  1.23  -1.22  -1.59  -0.51
H  -2.25  -2.81  1.49  0.39
H  -2.81  -1.68  0.26  0.49
H  -2.13  -1.07  1.77  0.18
H  2.91  -4.48  1.83  0.24
H  4.42  -5.18  1.24  0.49
H  1.18  -6.01  1.32  0.23
H  -0.08  -7.39  -0.29  0.35
H  0.77  -7.70  -2.59  0.38
H  2.90  -6.63  -3.26  0.37
H  4.13  -5.21  -1.66  0.31
H  -2.23  -3.89  -0.57  0.34
H  -2.01  -5.14  -2.69  0.38
H  -0.13  -4.62  -4.23  0.35
H  1.45  -2.77  -3.67  0.39
C  2.78  1.44  -3.05  -1.47
C  1.47  1.29  -3.84  0.88
C  1.40  2.38  -4.91  -1.67
P  0.10  1.12  -2.60  1.32
C  -1.25  0.18  -3.44  0.90
C  -2.41  0.03  -2.45  -1.66
C  -1.74  0.72  -4.78  -1.49
C  -0.63  2.75  -2.24  0.24
C  -0.99  3.76  -3.13  -0.27
C  -1.55  4.97  -2.73  0.06
C  -1.87  6.06  -3.72  -1.76
C  -1.78  5.12  -1.37  -1.19
C  -1.46  4.13  -0.45  -0.71
C  -0.85  2.93  -0.85  0.23
N  -0.47  1.93  0.03  0.38
C  -0.48  2.22  1.42  0.89
C  1.43  2.54  2.42  0.54
C  2.86  2.60  1.93  -1.68
C  1.26  2.75  3.93  -1.28
C  -0.88  2.68  4.45  2.33
C  -1.47  2.84  5.84  -1.88
C  -1.97  2.42  3.43  -2.27
C  -1.83  2.17  2.13  1.15
C  -3.02  1.80  1.29  -1.36
H  3.64  1.48  -3.74  0.50
H  2.93  0.61  -2.36  0.11
H  2.77  2.37  -2.48  0.26
H  1.48  0.30  -4.32  0.43
H  1.47  3.37  -4.45  0.35
H  0.48  2.35  -5.50  0.27
H  2.24  2.27  -5.59  0.46
H  -0.82  -0.81  -3.60  0.09
H  -2.86  1.01  -2.24  0.27
H  -2.06  -0.39  -1.51  0.19
H  -3.18  -0.62  -2.86  0.61
H  -2.12  1.74  -4.68  0.25
H  -2.56  0.10  -5.15  0.46
H  -0.95  0.72  -5.54  0.36
H  -0.83  3.60  -4.19  0.43
H  -2.14  5.64  -4.69  0.37
H  -1.02  6.72  -3.88  0.29
H  -2.70  6.67  -3.37  0.39
H  -2.24  6.04  -1.01  0.41
H  -1.70  4.30  0.60  0.21
H  2.92  2.41  0.86  0.20
H  3.50  1.87  2.44  0.37
H  3.24  3.61  2.12  0.45
H  2.20  2.88  4.46  0.24
H  -0.69  3.01  6.58  0.50
H  -2.04  1.95  6.13  0.39
H  -2.15  3.70  5.86  0.43
H  -2.98  2.37  3.84  0.45
H  -3.87  1.55  1.92  0.51
H  -2.79  0.94  0.65  0.05
H  -3.31  2.61  0.62  0.25
F  -0.46  -4.71  4.61  -0.38
C  -0.35  -3.43  4.22  0.33
C  0.09  -3.13  2.96  -0.55
C  0.22  -1.80  2.56  -1.12
C  -0.05  -0.72  3.45  -0.34
C  -0.64  -1.14  4.68  0.68
F  -1.18  -0.21  5.49  -0.29
C  -0.77  -2.44  5.10  -1.30
C  0.25  0.66  3.27  -0.42
C  0.31  1.64  4.39  -1.22
C  0.16  3.84  4.10  0.00
C  -0.02  4.45  2.77  -1.78
C  0.45  3.51  1.75  0.49
N  0.61  1.31  2.06  0.68
H  0.32  -3.90  2.24  0.60
H  -1.22  -2.67  6.05  0.51
H  0.54  1.21  5.36  1.21
H  0.27  4.54  4.93  0.52
H  -0.69  5.28  2.57  0.31
H  0.77  3.95  0.80  0.74


The following is a quantum chemistry calculation of an isolated molecule of C6H9NO, from the OMol25 dataset.

Properties
**LUMO level (spin up / spin down)**: 0.646 / 0.646 eV
**Total energy**: -9902.7863 eV
**Highest occupied orbital energy (spin up / spin down)**: -5.760 / -5.737 eV
**Frontier orbital gap (spin up / spin down)**: 0.23542 / 0.23458 Ha

Last column: natural (NBO) charge in e.
Geometry (Å):
C  0.92  -0.94  -0.47  -0.31
C  -0.17  -1.89  -0.09  -0.46
C  -1.49  -1.20  -0.34  -0.05
C  -0.45  0.82  0.40  0.68
C  0.80  0.43  -0.18  -0.22
N  -0.56  1.95  1.10  -0.75
C  1.78  1.40  -0.37  -0.61
O  -1.55  0.09  0.38  -0.47
H  1.86  -1.33  -0.82  0.20
H  0.24  2.56  1.16  0.43
H  -1.45  2.23  1.48  0.41
H  -0.11  -2.80  -0.69  0.23
H  -0.11  -2.21  0.97  0.19
H  -2.36  -1.73  0.04  0.20
H  -1.60  -0.98  -1.41  0.19
H  2.72  1.13  -0.79  0.20
H  1.54  2.45  -0.36  0.17


The following is a quantum chemistry calculation of a structure of composition C4H9N2, from the OMol25 dataset.

Properties
**LUMO level**: -3.221 eV
**Total charge**: +1
**Total energy**: -7264.7690 eV
**Highest occupied orbital energy**: -14.321 eV
**Frontier orbital gap**: 0.40791 Ha

Last column: natural (NBO) charge in e.
Geometry (Å):
C  -0.87  -1.05  1.50  0.38
C  -0.90  0.63  -1.36  -0.40
C  0.27  0.36  -0.87  0.17
C  1.16  1.31  -0.04  -0.68
N  -1.69  -1.10  2.30  -0.53
N  0.73  -1.09  -0.61  -0.79
H  -1.60  -0.01  -1.92  0.23
H  -1.17  1.58  -1.15  0.22
H  2.07  0.73  0.25  0.22
H  0.79  1.55  0.93  0.24
H  1.42  2.31  -0.52  0.27
H  -2.35  -1.33  3.06  0.50
H  1.70  -1.07  -0.79  0.42
H  0.30  -1.64  -1.34  0.41
H  0.14  -1.18  0.55  0.35


The following is a quantum chemistry calculation of a structure of composition C3H3NO3, from the OMol25 dataset.

Properties
**LUMO level**: -0.222 eV
**Total energy**: -10787.3200 eV
**Highest occupied orbital energy**: -9.014 eV
**Frontier orbital gap**: 0.32310 Ha

Last column: natural (NBO) charge in e.
Geometry (Å):
N  0.46  -1.54  -0.57  -0.33
C  0.53  0.33  1.17  0.76
C  -0.06  0.69  -0.05  0.00
C  -0.36  -0.45  -0.76  0.14
O  0.23  -1.43  0.87  -0.51
O  -0.26  1.98  -0.48  -0.65
O  0.88  0.72  2.23  -0.48
H  -0.58  2.51  0.26  0.49
H  0.23  -2.38  -1.10  0.38
H  -1.08  -0.44  -1.58  0.20


The following is a quantum chemistry calculation of an isolated molecule of C20H23N5O2, from the OMol25 dataset.

Properties
**LUMO level**: 0.564 eV
**Total energy**: -32655.0288 eV
**Highest occupied orbital energy**: -7.975 eV
**SMILES string**: Cn1cc2c(n1)CCN(CCN1CC[C@H](c3noc4ccccc34)C1)C2=O
**Frontier orbital gap**: 0.31379 Ha

Last column: natural (NBO) charge in e.
Geometry (Å):
C  3.44  0.19  0.89  -0.41
N  2.85  0.01  -0.37  -0.17
C  2.24  -1.18  -0.76  0.02
C  1.30  -0.78  -1.70  -0.29
C  1.55  0.64  -1.90  0.19
N  2.51  1.10  -1.15  -0.26
C  0.87  1.58  -2.82  -0.46
C  -0.03  0.72  -3.74  -0.22
N  -0.59  -0.48  -3.15  -0.46
C  -2.09  -0.53  -3.16  -0.23
C  -2.80  0.54  -2.43  -0.23
N  -2.93  0.42  -0.92  -0.46
C  -3.23  -0.81  -0.25  -0.21
C  -2.25  -0.82  0.98  -0.40
C  -1.18  0.26  0.72  -0.29
C  -0.60  0.82  2.02  0.28
N  -0.46  2.05  2.33  -0.12
O  0.50  2.13  3.38  -0.31
C  1.05  0.98  3.59  0.31
C  2.04  0.48  4.47  -0.26
C  2.33  -0.88  4.53  -0.18
C  1.60  -1.77  3.72  -0.25
C  0.67  -1.26  2.86  -0.17
C  0.28  0.05  2.87  -0.19
C  -1.97  1.25  -0.12  -0.21
C  0.16  -1.35  -2.33  0.67
O  -0.40  -2.30  -1.84  -0.62
H  4.48  0.30  0.74  0.20
H  3.05  1.11  1.26  0.22
H  3.20  -0.68  1.58  0.22
H  2.34  -2.19  -0.31  0.25
H  0.41  2.40  -2.25  0.23
H  1.68  2.06  -3.44  0.24
H  0.53  0.52  -4.70  0.19
H  -0.88  1.24  -4.18  0.21
H  -2.43  -0.38  -4.27  0.19
H  -2.36  -1.54  -2.84  0.25
H  -2.45  1.55  -2.66  0.21
H  -3.84  0.44  -2.75  0.20
H  -3.16  -1.69  -0.91  0.19
H  -4.20  -0.78  0.06  0.18
H  -1.70  -1.76  1.23  0.22
H  -2.90  -0.54  1.79  0.21
H  -0.31  -0.12  0.18  0.24
H  2.59  1.19  4.93  0.21
H  3.06  -1.25  5.18  0.22
H  1.85  -2.84  3.67  0.22
H  0.16  -1.95  2.22  0.21
H  -2.64  1.96  0.48  0.20
H  -1.34  1.87  -0.73  0.20


The following is a quantum chemistry calculation of an isolated molecule of C26H40O3, from the OMol25 dataset.

Properties
**LUMO level**: 0.561 eV
**Total energy**: -33755.6801 eV
**Highest occupied orbital energy**: -9.320 eV
**SMILES string**: CCCCCCC(=O)O[C@H]1CC[C@H]2[C@@H]3CCC4=CC(=O)CC[C@]4(C)[C@H]3CC[C@]12C
**Frontier orbital gap**: 0.36311 Ha

Last column: natural (NBO) charge in e.
Geometry (Å):
C  -6.04  -4.29  -0.01  -0.60
C  -5.95  -2.84  0.45  -0.39
C  -5.70  -1.89  -0.72  -0.39
C  -5.60  -0.43  -0.27  -0.39
C  -5.32  0.51  -1.45  -0.39
C  -5.17  1.96  -1.00  -0.50
C  -3.98  2.21  -0.11  0.81
O  -3.92  3.10  0.70  -0.60
O  -2.98  1.35  -0.34  -0.52
C  -1.80  1.51  0.43  0.11
C  -1.97  1.06  1.90  -0.43
C  -0.67  0.33  2.29  -0.42
C  0.27  0.62  1.12  -0.19
C  1.50  -0.26  0.92  -0.22
C  2.39  -0.24  2.16  -0.38
C  3.63  -1.09  1.92  -0.45
C  4.39  -0.63  0.71  0.16
C  5.71  -0.40  0.79  -0.34
C  6.57  -0.08  -0.35  0.55
O  7.74  0.18  -0.23  -0.54
C  5.88  -0.16  -1.69  -0.51
C  4.43  0.31  -1.59  -0.38
C  3.60  -0.48  -0.57  -0.09
C  3.33  -1.90  -1.11  -0.62
C  2.28  0.30  -0.29  -0.19
C  1.39  0.39  -1.53  -0.40
C  0.11  1.20  -1.29  -0.39
C  -0.66  0.62  -0.11  -0.04
C  -1.24  -0.75  -0.46  -0.63
H  -6.85  -4.41  -0.72  0.20
H  -5.11  -4.59  -0.49  0.20
H  -6.22  -4.94  0.84  0.21
H  -6.88  -2.55  0.94  0.19
H  -5.14  -2.73  1.18  0.19
H  -6.50  -1.99  -1.45  0.19
H  -4.76  -2.17  -1.22  0.19
H  -6.53  -0.14  0.22  0.20
H  -4.80  -0.34  0.46  0.20
H  -4.41  0.19  -1.96  0.21
H  -6.15  0.44  -2.16  0.20
H  -6.06  2.30  -0.47  0.23
H  -5.04  2.60  -1.88  0.24
H  -1.51  2.57  0.40  0.20
H  -2.17  1.92  2.54  0.23
H  -2.84  0.39  1.98  0.21
H  -0.27  0.70  3.23  0.22
H  -0.83  -0.74  2.39  0.20
H  0.63  1.65  1.24  0.20
H  1.18  -1.28  0.73  0.20
H  1.84  -0.63  3.01  0.21
H  2.69  0.78  2.38  0.20
H  4.28  -1.07  2.80  0.22
H  3.33  -2.13  1.76  0.21
H  6.22  -0.50  1.74  0.22
H  6.43  0.43  -2.42  0.23
H  5.92  -1.20  -2.02  0.22
H  3.98  0.25  -2.58  0.21
H  4.44  1.37  -1.30  0.21
H  4.24  -2.49  -1.07  0.22
H  2.58  -2.41  -0.52  0.21
H  3.00  -1.86  -2.15  0.22
H  2.58  1.32  -0.02  0.20
H  1.12  -0.61  -1.87  0.20
H  1.94  0.88  -2.34  0.21
H  -0.50  1.20  -2.19  0.21
H  0.38  2.24  -1.07  0.20
H  -1.84  -1.14  0.35  0.21
H  -1.88  -0.65  -1.33  0.22
H  -0.46  -1.47  -0.69  0.21


- Look up the total energy of the first one.
  -116745.1618 eV


- Look up the total energy of the sixth one.
  -33755.6801 eV


Repeat the fifth record exactly.
The following is a quantum chemistry calculation of an isolated molecule of C20H23N5O2, from the OMol25 dataset.

Properties
**LUMO level**: 0.564 eV
**Total energy**: -32655.0288 eV
**Highest occupied orbital energy**: -7.975 eV
**SMILES string**: Cn1cc2c(n1)CCN(CCN1CC[C@H](c3noc4ccccc34)C1)C2=O
**Frontier orbital gap**: 0.31379 Ha

Last column: natural (NBO) charge in e.
Geometry (Å):
C  3.44  0.19  0.89  -0.41
N  2.85  0.01  -0.37  -0.17
C  2.24  -1.18  -0.76  0.02
C  1.30  -0.78  -1.70  -0.29
C  1.55  0.64  -1.90  0.19
N  2.51  1.10  -1.15  -0.26
C  0.87  1.58  -2.82  -0.46
C  -0.03  0.72  -3.74  -0.22
N  -0.59  -0.48  -3.15  -0.46
C  -2.09  -0.53  -3.16  -0.23
C  -2.80  0.54  -2.43  -0.23
N  -2.93  0.42  -0.92  -0.46
C  -3.23  -0.81  -0.25  -0.21
C  -2.25  -0.82  0.98  -0.40
C  -1.18  0.26  0.72  -0.29
C  -0.60  0.82  2.02  0.28
N  -0.46  2.05  2.33  -0.12
O  0.50  2.13  3.38  -0.31
C  1.05  0.98  3.59  0.31
C  2.04  0.48  4.47  -0.26
C  2.33  -0.88  4.53  -0.18
C  1.60  -1.77  3.72  -0.25
C  0.67  -1.26  2.86  -0.17
C  0.28  0.05  2.87  -0.19
C  -1.97  1.25  -0.12  -0.21
C  0.16  -1.35  -2.33  0.67
O  -0.40  -2.30  -1.84  -0.62
H  4.48  0.30  0.74  0.20
H  3.05  1.11  1.26  0.22
H  3.20  -0.68  1.58  0.22
H  2.34  -2.19  -0.31  0.25
H  0.41  2.40  -2.25  0.23
H  1.68  2.06  -3.44  0.24
H  0.53  0.52  -4.70  0.19
H  -0.88  1.24  -4.18  0.21
H  -2.43  -0.38  -4.27  0.19
H  -2.36  -1.54  -2.84  0.25
H  -2.45  1.55  -2.66  0.21
H  -3.84  0.44  -2.75  0.20
H  -3.16  -1.69  -0.91  0.19
H  -4.20  -0.78  0.06  0.18
H  -1.70  -1.76  1.23  0.22
H  -2.90  -0.54  1.79  0.21
H  -0.31  -0.12  0.18  0.24
H  2.59  1.19  4.93  0.21
H  3.06  -1.25  5.18  0.22
H  1.85  -2.84  3.67  0.22
H  0.16  -1.95  2.22  0.21
H  -2.64  1.96  0.48  0.20
H  -1.34  1.87  -0.73  0.20


Repeat the third record exactly.
The following is a quantum chemistry calculation of a structure of composition C4H9N2, from the OMol25 dataset.

Properties
**LUMO level**: -3.221 eV
**Total charge**: +1
**Total energy**: -7264.7690 eV
**Highest occupied orbital energy**: -14.321 eV
**Frontier orbital gap**: 0.40791 Ha

Last column: natural (NBO) charge in e.
Geometry (Å):
C  -0.87  -1.05  1.50  0.38
C  -0.90  0.63  -1.36  -0.40
C  0.27  0.36  -0.87  0.17
C  1.16  1.31  -0.04  -0.68
N  -1.69  -1.10  2.30  -0.53
N  0.73  -1.09  -0.61  -0.79
H  -1.60  -0.01  -1.92  0.23
H  -1.17  1.58  -1.15  0.22
H  2.07  0.73  0.25  0.22
H  0.79  1.55  0.93  0.24
H  1.42  2.31  -0.52  0.27
H  -2.35  -1.33  3.06  0.50
H  1.70  -1.07  -0.79  0.42
H  0.30  -1.64  -1.34  0.41
H  0.14  -1.18  0.55  0.35